[1]
This record from the OMol25 dataset describes a cluster of 9 separate species, C46H41F8NO5 in total at a distorted geometry. The level of theory is wB97M-V/def2-TZVPD.

SMILES: O=C1OC[C@@H](F)O1.C[N+](=O)[O-].Fc1ccccc1.Fc1ccccc1.Fc1ccccc1.Fc1ccccc1.Fc1ccccc1.Fc1ccccc1.Fc1ccccc1
Calculated total energy (eV): -81830.3755
HOMO-LUMO gap (eV): 9.42
E_HOMO (eV): -8.94
Net charge: 0

```
101
C46H41F8NO5 (wB97M-V/def2-TZVPD)
F -4.60 2.02 -0.64
F -0.76 -2.36 -3.16
F -4.38 -1.77 -0.29
F 2.90 4.56 2.27
F 2.08 -1.80 2.86
F 4.71 -1.11 -3.62
F -1.66 0.28 0.88
F -5.28 -0.47 3.52
O 4.77 2.05 -3.00
O 1.19 0.94 -1.87
O -0.90 0.55 -1.10
O 5.44 2.71 -1.03
O 0.74 -0.77 -0.45
N 4.60 2.58 -1.91
C -4.61 3.03 3.25
C 3.88 -0.50 3.53
C -0.46 -2.81 -4.38
C -4.97 1.76 2.87
C 3.45 -0.95 1.16
C 0.42 -2.55 -6.55
C -2.00 4.32 0.21
C 4.45 -1.99 -2.64
C -4.13 4.16 -1.59
C 1.81 3.81 2.57
C -0.50 -1.54 -0.16
C -3.62 -3.17 1.35
C -4.24 3.27 4.60
C 4.53 -0.21 0.79
C 4.90 0.40 3.15
C 5.53 -2.67 -2.14
C 0.41 0.30 -1.23
C 4.01 -3.98 -0.80
C -0.32 2.27 3.15
C 3.26 3.23 -1.68
C -0.33 -4.70 -5.82
C 5.20 0.56 1.78
C -2.44 -5.14 0.69
C -4.54 0.99 5.13
C -2.15 5.28 -0.74
C 0.67 4.46 2.92
C -2.88 3.26 0.29
C -0.41 3.62 3.23
C 0.13 -1.98 -5.31
C 2.96 -3.12 -1.21
C -3.01 -4.33 1.67
C -3.24 -3.67 -1.03
C -4.91 0.78 3.85
C 3.17 -1.09 2.47
C 5.29 -3.70 -1.30
C -3.28 5.23 -1.60
C 0.13 -3.84 -6.81
C -0.66 -4.20 -4.57
C -4.17 2.25 5.53
C -3.84 3.16 -0.67
C 3.20 -2.16 -2.15
C -1.53 -0.46 -0.27
C 1.95 2.47 2.37
C -3.74 -2.92 0.03
C 0.88 1.68 2.64
C -2.57 -4.78 -0.62
H -2.51 -0.57 -0.68
H -0.42 -5.74 -6.06
H 3.18 3.47 -0.63
H -4.66 0.15 5.81
H 2.44 -1.50 -2.59
H -4.79 3.73 2.43
H 2.81 2.01 1.91
H -1.18 1.63 3.31
H 2.48 2.48 -1.91
H -2.12 -5.47 -1.35
H -3.97 4.30 4.84
H -2.71 2.46 0.98
H -3.47 -3.32 -2.05
H -1.04 -4.84 -3.78
H -3.87 2.49 6.54
H -0.70 -2.23 -0.95
H -3.93 -2.43 2.05
H 0.80 -1.85 -7.33
H 0.30 -4.30 -7.79
H -5.31 1.48 1.86
H -1.46 6.12 -0.88
H 0.66 5.54 2.88
H -0.54 -1.99 0.81
H -1.90 -6.05 0.99
H 5.43 1.05 3.81
H 6.01 1.22 1.50
H 3.83 -4.78 -0.14
H 3.18 4.07 -2.34
H -1.16 4.36 0.87
H 6.51 -2.41 -2.47
H -3.49 6.06 -2.28
H 2.80 -1.39 0.43
H 0.98 0.60 2.48
H -3.05 -4.60 2.72
H -1.36 4.10 3.50
H 3.51 -0.58 4.53
H 4.74 -0.07 -0.28
H 6.13 -4.35 -1.04
H 1.97 -3.35 -0.90
H 0.32 -0.96 -5.05
H -5.03 4.23 -2.19
```

Mulliken population analysis, charges in e, atoms 1 to 99:
1 F -0.30
2 F 0.05
3 F -0.39
4 F -0.40
5 F -0.41
6 F -0.36
7 F -0.27
8 F -0.37
9 O -0.57
10 O -0.80
11 O -0.43
12 O -0.54
13 O 0.07
14 N 0.97
15 C -0.32
16 C -0.49
17 C 0.36
18 C -0.53
19 C 0.79
20 C -0.50
21 C -0.45
22 C 0.19
23 C -0.87
24 C 0.18
25 C -0.05
26 C -0.68
27 C -0.81
28 C -0.79
29 C -0.50
30 C -0.59
31 C 0.41
32 C -0.78
33 C -0.78
34 C -0.20
35 C -0.48
36 C -0.67
37 C -0.90
38 C -0.50
39 C -0.70
40 C -0.87
41 C 0.17
42 C -0.06
43 C -0.55
44 C -0.48
45 C -0.40
46 C -0.43
47 C 0.78
48 C 0.00
49 C -0.39
50 C -0.29
51 C -0.59
52 C -0.38
53 C -0.34
54 C 0.13
55 C 0.23
56 C 0.05
57 C -0.04
58 C 0.70
59 C 0.01
60 C -0.16
61 H 0.43
62 H 0.43
63 H 0.13
64 H 0.44
65 H 0.31
66 H 0.47
67 H 0.41
68 H 0.48
69 H 0.07
70 H 0.31
71 H 0.39
72 H 0.82
73 H 0.49
74 H 0.35
75 H 0.40
76 H -0.14
77 H 0.64
78 H 0.32
79 H 0.34
80 H 0.38
81 H 0.42
82 H 0.47
83 H 0.62
84 H 0.42
85 H 0.41
86 H 0.39
87 H 0.51
88 H 0.33
89 H 0.31
90 H 0.54
91 H 0.35
92 H 0.28
93 H 0.21
94 H 0.43
95 H 0.37
96 H 0.48
97 H 0.47
98 H 0.34
99 H 0.49

=====

[2]
This record from the OMol25 dataset describes a structure of composition C4H6MgO5Yb at a distorted geometry. The level of theory is wB97M-V/def2-TZVPD.

Calculated total energy (eV): -51436.7563
HOMO-LUMO gap (spin up / spin down) (eV): 6.80 / 5.88
E_HOMO (spin up / spin down) (eV): -15.85 / -15.85
Net charge: +2
2S+1: 3

```
17
C4H6MgO5Yb (wB97M-V/def2-TZVPD)
Yb -3.90 0.39 4.01
Mg -2.10 0.91 -0.21
O -4.95 -0.54 5.43
O -3.15 2.22 4.52
O -0.51 3.61 1.74
O -2.90 0.10 6.20
O -1.31 1.52 1.73
C -0.78 2.53 2.08
C -2.13 2.23 5.44
C -2.69 1.45 6.64
C -4.17 -0.56 6.53
H -1.97 1.44 7.47
H -1.08 1.88 5.44
H -4.60 -0.02 7.40
H -3.66 1.87 6.96
H -3.87 -1.58 6.84
H -1.56 3.27 5.00
```

Computed Mulliken charges, given in elementary charges:
1 Yb 1.47
2 Mg 0.63
3 O -0.59
4 O -0.53
5 O -0.17
6 O -0.34
7 O -0.28
8 C 0.84
9 C -0.31
10 C -0.47
11 C -0.09
12 H 0.32
13 H 0.25
14 H 0.36
15 H 0.36
16 H 0.27
17 H 0.29

=====

[3]
This record from the OMol25 dataset describes a cluster of 2 separate species, C4H10NO in total at a distorted geometry. The level of theory is wB97M-V/def2-TZVPD.

Calculated total energy (eV): -7839.5741
Energy above the lowest of the compared OMol25 structures with the same formula, charge and spin (kcal/mol): 40.2
HOMO-LUMO gap (eV): 8.28
E_HOMO (eV): -12.77
Net charge: +1

```
16
C4H10NO (wB97M-V/def2-TZVPD)
O -1.25 0.50 0.09
N 1.70 0.00 0.50
C 0.83 -0.75 -0.06
C -3.63 0.53 -0.12
C -2.47 -0.09 -0.17
C 2.59 0.91 -0.17
H 3.62 0.64 0.06
H -1.42 1.45 0.26
H 2.42 1.92 0.20
H -2.34 -1.13 -0.42
H 0.71 -0.74 -1.13
H 0.24 -1.44 0.53
H 1.81 -0.02 1.51
H -3.73 1.57 0.14
H 2.44 0.88 -1.25
H -4.54 -0.01 -0.33
```

Computed Mulliken charges, given in elementary charges:
1 O -0.45
2 N -0.03
3 C -0.08
4 C -0.86
5 C 0.35
6 C -0.69
7 H 0.32
8 H 0.25
9 H 0.30
10 H 0.28
11 H 0.25
12 H 0.29
13 H 0.31
14 H 0.22
15 H 0.29
16 H 0.25